# 1
C5H15NO2 | ωB97M-V/def2-TZVPD

Its multiplicity is 1. The calculation puts the energy above the lowest of the compared OMol25 structures with the same formula, charge and spin at 15.7 kcal per mole. The value obtained for the frontier orbital gap is 9.38 eV. The value obtained for the highest occupied orbital energy is -8.78 eV. For the LUMO energy, the calculation gives 0.60 eV. The SMILES is CN[C@@H](C)[C@H](C)O.O.

Cartesian coordinates (Å):
C 2.202 0.018 -0.631
N 0.936 0.226 0.066
C -0.226 0.139 -0.841
C -0.650 -1.299 -1.113
C -1.367 0.965 -0.249
C -1.094 2.456 -0.315
O -1.620 0.559 1.089
H 2.242 -0.905 -1.219
H 2.992 -0.012 0.118
H 2.417 0.877 -1.266
H 0.839 -0.523 0.745
H 0.097 0.611 -1.775
H -0.990 -1.758 -0.189
H -1.476 -1.351 -1.823
H 0.179 -1.878 -1.505
H -2.292 0.755 -0.792
H -1.931 3.024 0.090
H -0.918 2.804 -1.335
H -0.209 2.716 0.267
H -0.822 0.730 1.562
O 1.385 -2.400 1.687
H 1.045 -3.107 1.123
H 1.228 -2.685 2.575

Mulliken population analysis, charges in e, atoms 1 to 6:
1. C -0.971
2. N -0.379
3. C 0.317
4. C -1.473
5. C 0.017
6. C -1.417


# 2
C5H15NO2 | ωB97M-V/def2-TZVPD

Its multiplicity is 1. The calculation puts the energy above the lowest of the compared OMol25 structures with the same formula, charge and spin at 63.3 kcal per mole. The value obtained for the frontier orbital gap is 9.35 eV. The value obtained for the highest occupied orbital energy is -8.75 eV. For the LUMO energy, the calculation gives 0.60 eV. The SMILES is CCC/C=C/N.O.O.

Cartesian coordinates (Å):
C -1.158 -0.609 1.686
C -1.727 0.712 1.107
C -0.658 1.923 0.881
C 0.457 1.426 0.045
C 0.219 1.188 -1.267
N 1.190 0.349 -2.042
H -0.195 -0.712 1.269
H -1.698 -1.399 1.250
H -1.227 -0.792 2.848
H -2.166 0.566 0.047
H -2.570 1.031 1.704
H -1.100 2.847 0.394
H -0.432 2.349 1.941
H 1.369 1.197 0.683
H -0.698 1.397 -1.879
H 2.091 0.347 -1.800
H 1.045 0.514 -2.987
O -0.060 -2.666 -2.295
H -0.427 -2.726 -1.443
H 0.419 -1.750 -2.348
O 2.469 -1.892 1.150
H 2.149 -2.281 0.376
H 2.709 -1.017 0.679

Mulliken population analysis, charges in e, atoms 1 to 6:
1. C -0.777
2. C -0.454
3. C -0.810
4. C -0.133
5. C -0.212
6. N -0.479


# 3
C5H15NO2 | ωB97M-V/def2-TZVPD

Its multiplicity is 1. The calculation puts the energy above the lowest of the compared OMol25 structures with the same formula, charge and spin at 34.6 kcal per mole. The value obtained for the frontier orbital gap is 10.12 eV. The value obtained for the highest occupied orbital energy is -9.24 eV. For the LUMO energy, the calculation gives 0.87 eV. The SMILES is CCNCCCO.O.

Cartesian coordinates (Å):
C -0.744 2.434 -0.824
C 0.558 1.890 -1.392
N 0.527 0.410 -1.436
C 0.708 -0.180 -0.120
C 0.310 -1.655 -0.071
C -1.173 -1.895 -0.250
O -1.752 -2.123 1.079
H -1.399 1.587 -0.663
H -1.269 3.137 -1.471
H -0.669 2.938 0.142
H 0.750 2.240 -2.397
H 1.386 2.180 -0.728
H 1.360 0.129 -1.942
H 0.062 0.301 0.622
H 1.697 -0.050 0.347
H 0.579 -1.972 0.943
H 0.963 -2.241 -0.713
H -1.649 -0.985 -0.542
H -1.427 -2.690 -0.894
H -2.346 -2.874 1.036
O 1.436 -0.331 3.293
H 0.506 -0.551 3.385
H 1.585 0.302 2.595

Mulliken population analysis, charges in e, atoms 1 to 6:
1. C -0.990
2. C -0.378
3. N -0.391
4. C -0.991
5. C -0.643
6. C -0.380


# 4
C5H15NO2 | ωB97M-V/def2-TZVPD

Its multiplicity is 1. The calculation puts the energy above the lowest of the compared OMol25 structures with the same formula, charge and spin at 14.5 kcal per mole. The value obtained for the frontier orbital gap is 9.44 eV. The value obtained for the highest occupied orbital energy is -8.91 eV. For the LUMO energy, the calculation gives 0.52 eV. The SMILES is C[C@@H]1CCCN1.O.O.

Cartesian coordinates (Å):
C 0.974 -0.817 -1.743
C -0.086 -0.708 -0.649
C -1.398 -0.073 -1.107
C -1.848 0.891 0.015
C -0.768 0.789 1.090
N 0.395 0.234 0.391
H 1.659 -1.659 -1.622
H 1.626 0.039 -1.712
H 0.574 -0.796 -2.756
H -0.248 -1.706 -0.221
H -1.153 0.499 -1.994
H -2.178 -0.791 -1.365
H -1.835 1.899 -0.397
H -2.852 0.710 0.406
H -1.063 0.253 1.999
H -0.501 1.795 1.430
H 1.044 -0.221 1.015
O 1.308 2.823 -0.618
H 1.882 3.227 0.039
H 0.954 2.006 -0.215
O 1.045 -2.542 2.456
H 1.320 -3.408 2.154
H 1.148 -2.445 3.403

Mulliken population analysis, charges in e, atoms 1 to 6:
1. C -1.464
2. C 0.464
3. C -0.930
4. C -0.393
5. C -0.647
6. N -0.424


# 5
C5H15NO2 | ωB97M-V/def2-TZVPD

Its multiplicity is 1. The calculation puts the energy above the lowest of the compared OMol25 structures with the same formula, charge and spin at 32.6 kcal per mole. The value obtained for the frontier orbital gap is 9.66 eV. The value obtained for the highest occupied orbital energy is -9.07 eV. For the LUMO energy, the calculation gives 0.58 eV. The SMILES is CCC[C@H](N)CO.O.

Cartesian coordinates (Å):
C -0.134 2.897 -1.585
C -0.343 1.989 -0.375
C 0.475 0.699 -0.540
C 0.043 -0.560 0.220
N -1.119 -1.185 -0.454
C -0.357 -0.279 1.671
O 0.783 -0.397 2.547
H -0.792 2.730 -2.426
H 0.928 2.974 -1.819
H -0.325 3.930 -1.262
H -1.375 1.660 -0.282
H -0.022 2.494 0.505
H 1.513 0.846 -0.211
H 0.615 0.416 -1.580
H 0.875 -1.266 0.182
H -1.384 -0.783 -1.337
H -1.108 -2.187 -0.496
H -1.199 -0.858 2.021
H -0.551 0.791 1.779
H 0.772 -1.211 3.051
O 1.276 -4.171 -0.035
H 0.468 -3.647 -0.106
H 0.963 -4.884 0.533

Mulliken population analysis, charges in e, atoms 1 to 6:
1. C -1.378
2. C -0.289
3. C -1.402
4. C 0.767
5. N -0.624
6. C -0.738


# 6
C5H15NO2PS | ωB97M-V/def2-TZVPD

Its multiplicity is 1. The calculation puts the energy above the lowest of the compared OMol25 structures with the same formula, charge and spin at 88.2 kcal per mole. The value obtained for the frontier orbital gap is 6.01 eV. The value obtained for the highest occupied orbital energy is -11.30 eV. For the LUMO energy, the calculation gives -5.29 eV. The charge is +1.

Cartesian coordinates (Å):
C 0.944 -3.212 2.696
C 2.906 -1.898 2.003
C -2.475 3.559 -3.776
C -1.745 0.609 -0.785
C 1.465 -2.164 1.842
N 0.814 -1.458 0.907
O -1.995 3.911 -2.478
O -2.232 1.760 -1.392
P -1.939 3.223 -1.095
S 1.541 0.797 -0.376
H -0.071 -3.554 2.377
H 0.925 -3.176 3.732
H 1.568 -4.037 2.375
H 3.510 -2.562 1.480
H 3.284 -1.679 3.078
H 2.919 -0.867 1.539
H -2.307 2.547 -4.016
H -1.765 4.043 -4.456
H -3.557 4.024 -3.813
H -0.614 0.555 -0.509
H -2.087 -0.277 -1.268
H -2.252 0.580 0.166
H 1.430 -0.498 0.285
H -0.214 -1.557 0.775
H 1.945 1.331 0.708

Mulliken population analysis, charges in e, atoms 1 to 6:
1. C -1.153
2. C -1.004
3. C -0.467
4. C -0.102
5. C 0.882
6. N -0.364


# 7
C5H15NOS | ωB97M-V/def2-TZVPD

Its multiplicity is 1. The calculation puts the energy above the lowest of the compared OMol25 structures with the same formula, charge and spin at 20.1 kcal per mole. The value obtained for the frontier orbital gap is 9.33 eV. The value obtained for the highest occupied orbital energy is -8.45 eV. For the LUMO energy, the calculation gives 0.89 eV. The SMILES is CCN[C@@H](C)CS.O.

Cartesian coordinates (Å):
C -1.426 -1.021 -1.706
C 0.082 -1.366 -1.720
N 0.840 -0.132 -1.468
C 1.163 0.070 -0.046
C 2.458 -0.670 0.306
C 1.137 1.613 0.168
S 1.854 2.110 1.838
H -2.004 -1.947 -1.701
H -1.682 -0.336 -0.900
H -1.693 -0.425 -2.585
H 0.393 -1.857 -2.636
H 0.176 -2.072 -0.885
H 1.580 0.096 -2.087
H 0.324 -0.289 0.538
H 2.203 -1.707 0.527
H 3.244 -0.574 -0.439
H 2.885 -0.302 1.240
H 1.697 2.137 -0.597
H 0.101 1.919 0.204
H 3.140 1.964 1.529
O -5.355 0.757 3.122
H -5.453 1.670 3.334
H -5.664 0.363 3.967

Mulliken population analysis, charges in e, atoms 1 to 6:
1. C -1.071
2. C -0.420
3. N -0.268
4. C 0.282
5. C -1.331
6. C -0.855


# 8
C5H15NOS | ωB97M-V/def2-TZVPD

Its multiplicity is 1. The calculation puts the energy above the lowest of the compared OMol25 structures with the same formula, charge and spin at 23.8 kcal per mole. The value obtained for the frontier orbital gap is 9.50 eV. The value obtained for the highest occupied orbital energy is -9.01 eV. For the LUMO energy, the calculation gives 0.49 eV. The SMILES is CNCCCCS.O.

Cartesian coordinates (Å):
C 2.787 0.715 1.145
N 2.039 1.806 0.519
C 0.589 1.646 0.470
C 0.014 0.351 -0.085
C -1.411 0.015 0.367
C -2.449 0.940 -0.285
S -3.453 0.062 -1.583
H 2.698 0.837 2.213
H 2.623 -0.274 0.729
H 3.853 0.904 0.980
H 2.357 1.970 -0.426
H 0.145 1.888 1.442
H 0.228 2.470 -0.134
H 0.665 -0.480 0.186
H 0.015 0.311 -1.186
H -1.622 -0.990 0.007
H -1.505 0.067 1.448
H -2.058 1.792 -0.825
H -3.234 1.182 0.417
H -2.436 -0.602 -2.152
O 4.058 -4.195 1.074
H 4.693 -3.871 0.426
H 3.295 -3.627 0.923

Mulliken population analysis, charges in e, atoms 1 to 6:
1. C -0.924
2. N -0.376
3. C -0.718
4. C -0.149
5. C -0.894
6. C -0.600


# 9
C5H15NOS | ωB97M-V/def2-TZVPD

Its multiplicity is 1. The calculation puts the energy above the lowest of the compared OMol25 structures with the same formula, charge and spin at 27.4 kcal per mole. The value obtained for the frontier orbital gap is 9.63 eV. The value obtained for the highest occupied orbital energy is -9.02 eV. For the LUMO energy, the calculation gives 0.61 eV. The SMILES is CNCCCCS.O.

Cartesian coordinates (Å):
C 1.716 -1.711 -0.518
N 1.743 -1.213 0.907
C 0.464 -0.710 1.397
C 0.332 0.800 1.490
C 0.387 1.539 0.162
C -0.880 1.250 -0.724
S -1.735 2.864 -1.072
H 1.890 -0.892 -1.225
H 2.503 -2.446 -0.635
H 0.722 -2.072 -0.769
H 2.376 -0.426 0.779
H -0.374 -1.121 0.806
H 0.265 -1.208 2.355
H 1.186 1.147 2.088
H -0.588 1.035 2.030
H 0.561 2.602 0.275
H 1.222 1.154 -0.428
H -1.518 0.505 -0.272
H -0.542 0.877 -1.685
H -2.662 2.655 -0.099
O -2.128 -1.636 -1.907
H -3.083 -1.638 -1.923
H -1.859 -1.352 -1.032

Mulliken population analysis, charges in e, atoms 1 to 6:
1. C -0.707
2. N -0.382
3. C -0.245
4. C -0.794
5. C -0.260
6. C -0.680


# 10
C5H15NP | ωB97M-V/def2-TZVPD

Its multiplicity is 1. The calculation puts the energy above the lowest of the compared OMol25 structures with the same formula, charge and spin at 28.9 kcal per mole. The value obtained for the frontier orbital gap is 10.35 eV. The value obtained for the highest occupied orbital energy is -13.82 eV. For the LUMO energy, the calculation gives -3.47 eV. The SMILES is CC[C@@H]([NH3+])[C@H](C)P. The charge is +1.

Cartesian coordinates (Å):
C -0.960 0.314 -2.201
C 0.303 -0.309 -1.589
C 0.206 -0.873 -0.142
N 1.571 -1.206 0.481
C -0.539 0.070 0.885
C -0.103 1.549 0.706
P -0.404 -0.585 2.616
H -1.403 1.074 -1.526
H -0.668 0.755 -3.227
H -1.795 -0.403 -2.438
H 0.475 -1.130 -2.305
H 1.181 0.370 -1.510
H -0.299 -1.760 -0.326
H 2.092 -2.059 0.008
H 1.377 -1.531 1.543
H 2.207 -0.511 0.593
H -1.560 -0.123 0.450
H -1.068 2.122 0.752
H 0.592 2.094 1.425
H 0.283 1.735 -0.329
H -1.619 -0.251 3.009
H 0.130 0.659 3.126

Mulliken population analysis, charges in e, atoms 1 to 6:
1. C -1.211
2. C -0.665
3. C -0.221
4. N -0.342
5. C -0.116
6. C -1.231


# 11
C5H15NSi | ωB97M-V/def2-TZVPD

Its multiplicity is 1. The calculation puts the energy above the lowest of the compared OMol25 structures with the same formula, charge and spin at 74.7 kcal per mole. The value obtained for the frontier orbital gap is 9.19 eV. The value obtained for the highest occupied orbital energy is -8.94 eV. For the LUMO energy, the calculation gives 0.25 eV. The SMILES is C/N=[SiH]/C.CCC.

Cartesian coordinates (Å):
C -2.302 -1.309 -0.708
N -1.892 0.028 -0.713
Si -1.705 0.942 0.605
C -1.075 2.750 0.272
H -2.567 -1.936 0.228
H -3.404 -1.444 -1.190
H -1.590 -1.858 -1.376
H -2.175 0.924 2.099
H -1.948 3.391 0.120
H -0.427 2.964 1.099
H -0.408 2.662 -0.516
C 1.804 -1.107 -1.271
C 1.896 -0.054 -0.155
C 1.739 -0.549 1.324
H 0.803 -1.340 -1.626
H 2.428 -0.837 -2.142
H 1.933 -2.100 -0.765
H 2.949 0.323 0.085
H 1.148 0.708 -0.429
H 2.462 -1.258 1.674
H 0.772 -1.082 1.308
H 1.559 0.184 2.077

Mulliken population analysis, charges in e, atoms 1 to 6:
1. C -0.717
2. N -0.184
3. Si 0.293
4. C -1.028
5. H 0.253
6. H 0.242


# 12
C5H15O3 | ωB97M-V/def2-TZVPD

Its multiplicity is 1. The calculation puts the energy above the lowest of the compared OMol25 structures with the same formula, charge and spin at 59.2 kcal per mole. The value obtained for the frontier orbital gap is 6.63 eV. The value obtained for the highest occupied orbital energy is -2.93 eV. For the LUMO energy, the calculation gives 3.70 eV. The charge is -1.

Cartesian coordinates (Å):
C 0.517 -2.006 0.014
O 1.111 -1.763 1.183
C -0.560 -0.792 -0.298
C -0.002 0.331 -1.295
C 0.773 1.355 -0.430
C -1.102 1.020 -2.128
H 1.202 -2.111 -0.895
H 0.002 -2.868 0.107
H -0.949 -0.357 0.533
H -1.397 -1.240 -0.695
H 0.718 -0.087 -1.883
H 1.803 1.015 -0.197
H 0.608 2.517 -0.724
H 0.461 1.458 0.651
H -1.763 1.775 -1.636
H -1.625 0.328 -2.807
H -0.515 1.789 -2.850
H -1.263 -0.343 2.267
H -2.529 0.006 1.794
O -2.133 -0.181 2.593
H 2.433 -0.555 1.748
H 1.804 0.290 2.820
O 2.407 0.418 2.126

Mulliken population analysis, charges in e, atoms 1 to 6:
1. C -0.583
2. O -0.903
3. C -0.240
4. C 0.726
5. C -1.103
6. C -1.554